[1]
# C7H16NO

A cluster of 2 separate species, C7H16NO in total at a distorted geometry (wB97M-V/def2-TZVPD, OMol25).

Element x y z (Å)
C -1.8893 -0.7283 -1.4892
C -0.8665 -0.8740 -0.3770
C -0.8998 0.2195 0.6609
C 0.0439 -0.1178 1.7758
C -0.4328 -0.5536 2.9731
C 2.0234 0.8806 0.5650
C 1.4652 0.0714 1.5280
N 0.5184 -0.8393 -0.9601
H -1.7581 0.2274 -2.0049
H -1.8897 -1.5422 -2.2138
H -2.8915 -0.6456 -1.0666
H -0.9546 -1.8294 0.1382
H -0.6527 1.1745 0.1806
H -1.9114 0.3426 1.0495
H 0.1920 -0.7776 3.8304
H -1.4802 -0.7095 3.2200
H 3.1014 0.9595 0.4895
H 1.4365 1.5313 -0.0713
H 2.0901 -0.4998 2.2086
H 0.6662 0.0622 -1.4483
H 0.6314 -1.6016 -1.6342
H 1.1861 -0.9118 -0.1736
H 0.0446 2.3642 -2.2109
H 1.5129 2.1213 -2.6421
O 0.7145 1.6759 -2.3278

Its multiplicity is 2. The value obtained for the total energy is -11052.366 eV. As for the energy above the lowest of the compared OMol25 structures with the same formula, charge and spin: 0.0 kcal/mol. Its orbital gap (spin up / spin down) is 3.7206 / 6.9027 eV. For the lowest unoccupied orbital energy (spin up / spin down), the calculation gives 0.18 / 0.13 eV.

Mulliken atomic charge list, values in e, 4 entries: C -1.41; C 0.06; C -0.70; C 1.01

[2]
# C4H6NS

The ion C4H6NS with charge +1 at a distorted geometry (wB97M-V/def2-TZVPD, OMol25).

Element x y z (Å)
C -1.8211 0.3078 1.2971
C -1.0098 -2.1861 0.8211
C 0.6123 0.4983 -0.9464
C 0.4484 0.4808 0.5184
N -0.6778 0.6342 1.0312
S -2.3031 -1.4572 1.4547
H -2.4860 1.0159 1.5478
H -1.3003 -3.3082 0.8051
H 1.4237 -0.2722 -1.3489
H 1.0025 1.4824 -1.1737
H -0.3480 0.3902 -1.4555
H 1.1751 0.4363 1.2036

Its multiplicity is 3. Its charge is +1. The value obtained for the total energy is -16557.523 eV. As for the energy above the lowest of the compared OMol25 structures with the same formula, charge and spin: 45.4 kcal/mol. Its orbital gap (spin up / spin down) is 7.5108 / 8.8759 eV. For the lowest unoccupied orbital energy (spin up / spin down), the calculation gives -4.85 / -6.88 eV.

Mulliken atomic charge list, values in e, 4 entries: C -0.09; C -0.24; C -0.89; C -0.09

[3]
# H19O10

A cluster of 10 separate species, H19O10 in total at a distorted geometry (wB97M-V/def2-TZVPD, OMol25).

Element x y z (Å)
O 0.1774 -3.5280 0.1692
H 0.6910 -3.2101 -0.5794
H -2.8657 0.6279 -0.8220
O 1.1170 0.8224 3.7070
H 0.5731 1.5883 3.3388
H -1.0465 -0.9930 -1.5883
O 2.7101 -1.6800 -0.9300
H 1.8115 0.6772 3.0800
H 2.6412 -1.1498 -1.6772
O -0.6140 1.0186 -2.6870
H 0.4238 -0.3320 0.5037
H 0.5246 -2.7907 0.7701
O -0.2623 -0.3497 1.0782
H 0.5596 0.0689 -2.9361
H -1.2608 0.9265 -1.8576
O 0.0959 3.5379 1.8726
H -0.7620 2.9837 1.6627
H 0.6771 3.0095 1.2344
O -1.2086 1.2224 3.1092
H -1.9919 1.7275 2.7631
H -1.2844 0.3884 2.3515
O 1.5644 -0.5082 -3.0237
H 0.8809 -1.1262 -3.2190
H -0.9753 0.0830 0.6104
O -1.9586 0.8712 -0.6665
H 3.3144 -2.3443 -1.2410
O -1.5614 -1.5323 -2.2633
H -0.1669 1.7288 -2.7829
H -2.2227 -0.8597 -2.5371

Its multiplicity is 1. Its charge is -1. The value obtained for the total energy is -20783.057 eV. As for the energy above the lowest of the compared OMol25 structures with the same formula, charge and spin: 79.8 kcal/mol. Its orbital gap is 9.3920 eV. For the lowest unoccupied orbital energy, the calculation gives 3.09 eV.

Mulliken atomic charge list, values in e, 4 entries: O -0.64; H 0.31; H 0.16; O -0.64

[4]
# C16H10F6LiN3O2P

A structure of composition C16H10F6LiN3O2P at a distorted geometry (wB97M-V/def2-TZVPD, OMol25).

Element x y z (Å)
Li 1.4323 -0.0735 0.3383
O -4.8472 0.8387 -1.6907
C -4.6496 0.3382 -0.6051
O -5.1776 -0.1801 0.3526
C -2.9760 -0.0353 -0.5280
C -2.1627 0.4437 -1.5290
C -0.8172 0.1008 -1.4209
N -0.3774 -0.6389 -0.4150
C -1.1729 -1.0491 0.5625
C -2.5366 -0.7761 0.5463
C -0.4624 -1.7550 1.6765
C -1.1282 -2.3176 2.7520
C -0.3863 -2.9219 3.7546
C 0.9915 -2.9483 3.6502
C 1.5759 -2.3624 2.5377
N 0.8759 -1.7801 1.5684
C 0.2513 0.5446 -2.3729
C -0.0303 1.1996 -3.5595
C 1.0233 1.5895 -4.3717
C 2.3166 1.3082 -3.9745
C 2.5043 0.6437 -2.7712
N 1.5035 0.2654 -1.9847
H -2.5513 1.0540 -2.3275
H -3.2115 -1.0941 1.3229
H -2.2068 -2.2826 2.8183
H -0.8850 -3.3596 4.6101
H 1.6060 -3.4037 4.4145
H 2.6541 -2.3491 2.4210
H -1.0507 1.4082 -3.8519
H 0.8300 2.1093 -5.3010
H 3.1664 1.6005 -4.5756
H 3.5036 0.4180 -2.4158
F 0.4737 1.2321 1.4065
P 1.7783 2.2723 1.5075
F 2.7095 0.9111 1.1422
F 0.8093 3.4874 1.8131
F 1.9182 1.9083 3.0505
F 3.0877 3.1605 1.5353
F 1.6181 2.4931 -0.0860

Its multiplicity is 2. The value obtained for the total energy is -51125.567 eV. Its orbital gap (spin up / spin down) is 8.8310 / 5.8150 eV. For the lowest unoccupied orbital energy (spin up / spin down), the calculation gives -0.80 / -3.83 eV.

Mulliken atomic charge list, values in e, 4 entries: Li 0.90; O -0.44; C 0.38; O -0.45

[5]
# C47H78O39

A cluster of 13 separate species, C47H78O39 in total at a distorted geometry (wB97M-V/def2-TZVPD, OMol25).

Element x y z (Å)
C 0.5466 -5.6491 -5.7579
C 0.8759 -4.2496 -6.0834
C -0.2809 -3.2214 -5.9282
O 0.2201 -2.3951 -4.8146
C 1.4132 -2.8633 -4.3604
O 2.1275 -2.2495 -3.5431
O 1.8070 -3.9379 -5.1343
H 0.3326 -5.9904 -4.7451
H 1.2239 -6.4272 -6.1099
H -0.3733 -5.7988 -6.3230
H 1.2625 -4.1914 -7.1009
H -1.3288 -3.5205 -5.9485
H -0.1550 -2.6175 -6.8268
C -3.2320 2.6872 0.9393
C -3.3349 4.1855 1.3630
C -2.0013 4.7527 1.6681
O -2.0632 5.9386 0.9358
C -2.9762 5.9042 0.0159
O -3.1167 6.6603 -0.9407
O -3.7784 4.8342 0.1934
H -4.1792 2.1485 0.9631
H -2.4785 2.1798 1.5418
H -2.8165 2.5299 -0.0561
H -3.9162 4.2372 2.2836
H -1.1941 4.0763 1.3869
H -1.9621 4.7107 2.7566
C 2.7864 -5.1691 4.3896
C 3.5811 -3.8996 4.4482
C 2.8428 -2.6855 3.9376
O 3.1038 -1.7903 4.9417
C 3.6330 -2.3858 6.0562
O 3.9908 -1.8459 7.0298
O 3.9223 -3.6528 5.7650
H 1.8866 -5.0157 4.9854
H 3.4007 -6.0364 4.6312
H 2.3626 -5.4410 3.4228
H 4.4920 -3.9514 3.8520
H 1.8237 -2.9882 3.6970
H 3.1904 -2.4058 2.9431
C -1.6232 1.0258 -4.5950
C -0.4650 1.8889 -4.0375
C -0.3793 3.2444 -4.7212
O -0.4555 4.2041 -3.6558
C -0.6908 3.6318 -2.4917
O -0.8040 4.0972 -1.4086
O -0.6839 2.2573 -2.6823
H -2.5887 1.5166 -4.4723
H -1.6542 0.1531 -3.9428
H -1.4866 0.8442 -5.6611
H 0.4868 1.4190 -4.2852
H -1.1585 3.3256 -5.4791
H 0.5831 3.2219 -5.2325
C -3.6995 -3.0614 -4.3255
C -3.0477 -4.2907 -3.5965
C -1.8822 -3.9715 -2.7009
O -2.1789 -4.7243 -1.5800
C -3.4912 -5.0883 -1.6096
O -4.0689 -5.5709 -0.7096
O -4.0008 -4.7883 -2.7983
H -4.1817 -2.4756 -3.5429
H -4.5400 -3.2512 -4.9931
H -2.9535 -2.5283 -4.9148
H -2.5955 -5.0077 -4.2818
H -1.7626 -2.9346 -2.3867
H -1.0571 -4.4056 -3.2654
C 1.2005 -0.3050 1.5458
C 0.3682 0.1689 0.2957
C 0.5393 -0.6210 -0.9962
O -0.8174 -0.8818 -1.3265
C -1.7020 -0.3768 -0.4285
O -2.9143 -0.3338 -0.4718
O -1.0044 0.0819 0.6043
H 0.7230 -1.0843 2.1398
H 1.3546 0.4680 2.2986
H 2.1475 -0.7251 1.2068
H 0.5673 1.2328 0.1673
H 1.0549 -1.5514 -0.7583
H 1.1260 -0.0919 -1.7472
C -7.9510 -0.2883 -0.0948
C -6.7116 -0.5954 -0.8115
C -5.9098 -1.8752 -0.4896
O -5.9837 -2.6166 -1.6711
C -6.8010 -1.9963 -2.5679
O -7.2213 -2.4377 -3.5881
O -7.0604 -0.7769 -2.1740
H -8.0066 -0.4239 0.9853
H -8.8275 -0.8027 -0.4888
H -8.0749 0.7877 -0.2173
H -5.8798 0.1088 -0.8210
H -6.3622 -2.5751 0.2131
H -4.9205 -1.7049 -0.0650
C 3.4596 4.8933 -2.8092
C 2.7418 3.5910 -2.9894
C 3.7174 2.5254 -3.6539
O 3.8349 1.5333 -2.6105
C 3.0344 1.8592 -1.6060
O 2.8464 1.3194 -0.5296
O 2.5070 3.1191 -1.7576
H 4.4973 4.8094 -2.4863
H 2.9084 5.4950 -2.0866
H 3.4057 5.2574 -3.8352
H 1.8884 3.9269 -3.5785
H 4.6795 2.9855 -3.8792
H 3.2798 2.1289 -4.5701
C 1.8939 3.9066 1.2846
O 2.2352 5.2727 1.3627
C 1.8722 6.0505 2.3311
O 1.1272 5.6995 3.2377
O 2.5466 7.1634 2.3480
C 3.3216 7.7353 1.2992
H 0.9079 3.8088 0.8304
H 1.8474 3.4270 2.2623
H 2.5697 3.3275 0.6552
H 2.6648 7.8839 0.4421
H 4.1937 7.1872 0.9427
H 3.7531 8.7043 1.5500
C 2.3335 -5.6560 -1.0093
O 1.3290 -4.6750 -0.8135
C 0.7446 -4.6238 0.3300
O 0.8470 -5.3707 1.3111
O -0.0672 -3.5863 0.1937
C -0.9911 -3.2680 1.2424
H 2.6652 -5.6653 -2.0475
H 2.0287 -6.6291 -0.6243
H 3.2312 -5.3082 -0.4983
H -1.6341 -2.4010 1.0913
H -0.3577 -2.9153 2.0563
H -1.5797 -4.1478 1.5026
C -7.0614 3.2077 3.7014
O -5.9541 2.3047 4.0803
C -5.4866 1.2125 3.4101
O -6.0089 0.7354 2.3901
O -4.3633 0.6754 4.0728
C -3.5855 -0.3456 3.5231
H -6.9152 3.7117 2.7460
H -7.1371 3.9901 4.4565
H -8.0100 2.6795 3.7972
H -3.4731 -0.4460 2.4436
H -3.9021 -1.3193 3.8970
H -2.5513 -0.1230 3.7859
C 4.9019 -1.3471 -1.3248
O 5.9210 -1.4937 -0.4109
C 5.6583 -1.4238 0.8702
O 4.5596 -1.1660 1.3467
O 6.8236 -1.4775 1.5805
C 6.9058 -1.6016 2.9845
H 4.1833 -0.5889 -1.0133
H 4.1642 -2.1491 -1.2985
H 5.2806 -1.2260 -2.3397
H 5.9271 -1.7593 3.4377
H 7.3939 -0.6686 3.2666
H 7.4388 -2.5337 3.1722
C 2.9640 2.0873 7.4172
O 3.2085 2.1353 5.9898
C 3.0379 3.2802 5.2338
O 2.4703 4.3186 5.6177
O 3.4591 3.0131 3.9162
C 4.0721 1.8746 3.4013
H 3.8250 1.6849 7.9508
H 2.0527 1.5175 7.5987
H 2.8339 3.0829 7.8412
H 3.4223 1.0337 3.1589
H 4.8833 1.6270 4.0859
H 4.5869 2.1526 2.4817

Its multiplicity is 1. The value obtained for the total energy is -129851.780 eV. As for the energy above the lowest of the compared OMol25 structures with the same formula, charge and spin: 98.2 kcal/mol. Its orbital gap is 9.6299 eV. For the lowest unoccupied orbital energy, the calculation gives -0.29 eV.

Mulliken atomic charge list, values in e, 4 entries: C -1.38; C 0.37; C -0.49; O -0.04

[6]
# C4H11NO

A cluster of 2 separate species, C4H11NO in total at a distorted geometry (wB97M-V/def2-TZVPD, OMol25).

Element x y z (Å)
C -2.3820 -0.9636 -0.4905
N -0.9691 -0.8768 -0.8005
C -0.6576 -0.2082 -2.0376
H -2.5854 -1.7307 0.2685
H -2.7789 -0.0128 -0.1357
H -3.0094 -1.2899 -1.3319
H -0.5535 -1.7848 -0.6073
H -1.1809 0.7463 -2.0717
H -0.8905 -0.8376 -2.9142
H 0.4215 -0.1154 -2.2174
C 2.5760 1.0567 1.7474
C 1.6363 0.5745 0.9355
O 0.3239 0.7225 1.1592
H 3.5776 0.6523 1.8073
H 2.3417 1.8494 2.4426
H 1.8259 0.0340 0.0086
H -0.1599 0.1500 0.5077

Its multiplicity is 2. Its charge is -1. The value obtained for the total energy is -7861.261 eV. As for the energy above the lowest of the compared OMol25 structures with the same formula, charge and spin: 28.9 kcal/mol. Its orbital gap (spin up / spin down) is 2.8674 / 9.2558 eV. For the lowest unoccupied orbital energy (spin up / spin down), the calculation gives 4.04 / 4.00 eV.

Mulliken atomic charge list, values in e, 4 entries: C -2.70; N 0.78; C -3.18; H 0.67